C3HHgLiO4 | the ωB97M-V functional and the def2-TZVPD basis

Charge ... +1
Orbital gap (alpha / beta) ... 0.210 / 0.118 Eh
Spin multiplicity ... 2

Last column: natural (NBO) charge in e.
Element x y z (Å)
O: -2.03 -0.36 2.26  -0.596
C: -1.40 -0.75 1.34  1.042
O: -0.91 -1.44 0.56  -0.520
Hg: -3.48 -0.57 3.74  0.076
O: 0.90 1.49 -0.17  -0.529
C: 1.38 0.40 -0.79  0.247
C: 1.22 -0.72 -1.29  0.479
O: 1.05 -1.76 -1.98  -0.717
Li: 1.55 -3.25 -2.71  0.989
H: 1.16 2.18 -0.85  0.530

=====

C16H25NO3 | the ωB97M-V functional and the def2-TZVPD basis

Charge ... 0
SMILES ... CCOc1cccc(OCCCCN2CCOCC2)c1
Orbital gap ... 0.333 Eh

Last column: natural (NBO) charge in e.
Element x y z (Å)
C: 5.66 -0.06 2.04  -0.639
C: 6.06 -0.30 0.59  -0.064
O: 5.25 -1.28 -0.04  -0.511
C: 3.99 -0.96 -0.45  0.409
C: 3.25 -2.02 -0.97  -0.318
C: 1.97 -1.80 -1.42  -0.165
C: 1.39 -0.54 -1.37  -0.353
C: 2.13 0.52 -0.85  0.335
O: 1.70 1.81 -0.76  -0.496
C: 0.36 2.12 -1.06  -0.055
C: -0.61 1.68 0.05  -0.429
C: -2.05 2.00 -0.31  -0.431
C: -3.06 1.56 0.78  -0.197
N: -3.68 0.26 0.62  -0.446
C: -4.60 0.14 -0.49  -0.251
C: -5.39 -1.16 -0.33  -0.070
O: -4.53 -2.27 -0.28  -0.523
C: -3.61 -2.15 0.78  -0.071
C: -2.78 -0.87 0.64  -0.252
C: 3.43 0.30 -0.39  -0.380
H: 4.64 0.33 2.10  0.214
H: 6.34 0.66 2.49  0.214
H: 5.70 -0.99 2.60  0.214
H: 7.07 -0.72 0.55  0.192
H: 6.05 0.64 0.02  0.170
H: 3.70 -3.00 -1.01  0.222
H: 1.40 -2.63 -1.83  0.214
H: 0.39 -0.41 -1.74  0.215
H: 0.06 1.70 -2.02  0.170
H: 0.34 3.21 -1.15  0.192
H: -0.33 2.19 0.97  0.205
H: -0.48 0.61 0.22  0.212
H: -2.14 3.08 -0.46  0.206
H: -2.31 1.52 -1.26  0.200
H: -2.56 1.57 1.75  0.193
H: -3.88 2.28 0.82  0.197
H: -5.28 0.99 -0.48  0.204
H: -4.08 0.12 -1.47  0.165
H: -6.06 -1.32 -1.17  0.191
H: -5.98 -1.10 0.60  0.165
H: -2.98 -3.04 0.74  0.192
H: -4.15 -2.12 1.74  0.165
H: -2.10 -0.78 1.49  0.207
H: -2.18 -0.95 -0.29  0.164
H: 3.95 1.16 -0.01  0.224

=====

CH6O2 | the ωB97M-V functional and the def2-TZVPD basis

Charge ... 0
SMILES ... CO.O
Orbital gap ... 0.409 Eh

Last column: natural (NBO) charge in e.
Element x y z (Å)
C: 0.00 0.00 0.00  -0.250
O: -0.49 -0.21 -1.33  -0.725
H: 0.52 -0.91 0.35  0.163
H: -0.83 0.22 0.69  0.181
H: 0.71 0.84 0.03  0.163
H: 0.15 -0.79 -1.79  0.467
O: 4.69 -2.39 -4.01  -0.941
H: 5.34 -2.14 -3.31  0.470
H: 4.97 -3.29 -4.29  0.471

=====

C57H42N8OSc | the ωB97M-V functional and the def2-TZVPD basis

Charge ... -1
Orbital gap ... 0.201 Eh

Last column: Mulliken charge in e.
Element x y z (Å)
Sc: -0.43 -0.31 0.41  -1.147
C: 3.64 -3.61 -5.84  -0.336
C: 2.99 -4.30 -4.82  -1.000
C: 2.45 -3.60 -3.75  0.797
C: 2.54 -2.22 -3.69  -1.228
C: 3.19 -1.53 -4.71  0.297
C: 3.74 -2.23 -5.78  -0.908
C: 1.93 -1.47 -2.54  0.914
C: 2.72 -1.32 -1.45  -0.712
C: 4.02 -2.02 -1.37  -0.769
C: 4.56 -2.26 -0.18  -2.128
C: 3.43 -0.18 0.66  0.051
C: 3.06 0.60 1.90  0.549
C: 4.13 0.57 2.96  -0.173
C: 5.35 1.24 2.85  -0.360
C: 6.30 1.18 3.87  -0.929
C: 6.04 0.46 5.02  -0.591
C: 4.82 -0.19 5.16  -0.842
C: 3.88 -0.13 4.14  0.106
C: 1.96 1.34 2.14  1.128
N: 0.79 1.49 1.38  0.152
C: 0.09 2.49 1.98  1.232
C: -1.14 3.02 1.62  0.233
C: -1.72 4.13 2.44  -0.694
C: -1.82 5.42 1.93  -0.118
C: -2.37 6.45 2.68  -0.748
C: -2.82 6.22 3.97  -0.387
C: -2.72 4.94 4.50  -0.779
C: -2.18 3.90 3.74  -0.009
C: -1.91 2.56 0.52  1.346
C: -3.19 3.11 0.11  -1.402
C: -3.62 2.38 -0.94  -1.471
C: -2.59 1.40 -1.21  0.125
N: -1.58 1.52 -0.26  0.173
C: -2.57 0.54 -2.26  1.761
C: -1.45 -0.27 -2.64  -0.240
C: -1.36 -0.87 -3.91  -1.528
C: -0.09 -1.38 -4.01  -1.545
C: 0.56 -1.08 -2.79  0.970
N: -0.28 -0.42 -1.95  0.337
C: -3.77 0.47 -3.14  -0.996
C: -4.63 -0.61 -3.05  0.233
C: -5.76 -0.69 -3.85  -0.830
C: -6.04 0.32 -4.77  -0.356
C: -5.18 1.40 -4.87  -0.800
C: -4.05 1.48 -4.06  0.247
C: 0.81 2.99 3.17  -1.712
C: 1.92 2.27 3.29  -1.703
N: 2.23 -0.75 -0.16  0.628
H: 4.07 -4.16 -6.68  0.346
H: 2.91 -5.38 -4.86  0.371
H: 1.93 -4.13 -2.95  0.516
H: 3.26 -0.45 -4.67  0.486
H: 4.25 -1.69 -6.58  0.362
H: 4.50 -2.33 -2.29  0.469
H: 5.52 -2.74 -0.03  0.413
H: 5.54 1.88 2.00  0.545
H: 7.23 1.72 3.76  0.390
H: 6.78 0.42 5.82  0.381
H: 4.59 -0.73 6.07  0.451
H: 2.93 -0.64 4.25  0.192
H: -1.46 5.61 0.92  0.435
H: -2.43 7.45 2.26  0.369
H: -3.24 7.02 4.56  0.355
H: -3.07 4.74 5.51  0.408
H: -2.11 2.90 4.15  0.446
H: -3.69 3.94 0.58  0.479
H: -4.53 2.50 -1.50  0.516
H: -2.14 -0.89 -4.66  0.458
H: 0.35 -1.89 -4.85  0.403
H: -4.42 -1.39 -2.33  0.435
H: -6.43 -1.54 -3.76  0.391
H: -6.92 0.26 -5.40  0.360
H: -5.38 2.19 -5.59  0.377
H: -3.37 2.32 -4.14  0.434
H: 0.47 3.79 3.81  0.510
H: 2.68 2.37 4.04  0.405
C: -2.42 -1.44 0.36  -1.000
H: -2.61 -1.82 -0.66  0.043
H: -3.26 -0.78 0.62  0.282
H: -2.46 -2.30 1.03  0.582
C: 1.19 -4.84 2.35  -1.112
N: 2.06 -3.79 1.84  0.237
C: 3.20 -3.43 2.58  -0.933
C: 4.03 -2.43 2.28  -1.306
C: 3.77 -1.73 0.98  2.054
N: 2.35 -1.87 0.73  0.862
C: 1.51 -2.88 0.94  -0.067
O: 0.39 -2.93 0.44  -0.594
N: 4.33 0.54 -0.21  -0.265
H: 1.71 -5.80 2.35  0.327
H: 0.32 -4.90 1.70  0.380
H: 0.85 -4.61 3.36  0.324
H: 3.35 -4.04 3.46  0.479
H: 4.89 -2.21 2.90  0.691
H: 5.25 0.60 0.20  0.379
H: 3.96 1.47 -0.34  0.429
N: -0.70 -0.42 8.22  -0.643
C: -0.69 -0.48 7.07  -0.133
C: -0.66 -0.55 5.63  0.212
C: -1.60 0.12 4.85  -1.104
C: -1.53 0.05 3.47  0.073
C: -0.54 -0.66 2.76  0.723
C: 0.37 -1.33 3.60  0.338
C: 0.33 -1.29 4.98  -0.734
H: -2.39 0.68 5.34  0.525
H: -2.31 0.56 2.91  0.492
H: 1.18 -1.91 3.16  0.424
H: 1.07 -1.83 5.58  0.493

=====

C2H6N4O2 | the ωB97M-V functional and the def2-TZVPD basis

Charge ... 0
SMILES ... [H]/N=C(/NO)N/C=N\O
Orbital gap ... 0.334 Eh

Last column: natural (NBO) charge in e.
Element x y z (Å)
H: -0.03 0.22 -1.69  0.359
N: 0.41 -0.69 -1.56  -0.729
C: 0.64 -0.65 -0.27  0.537
N: 1.05 -1.58 0.48  -0.340
O: 0.78 -1.35 1.80  -0.517
N: 0.36 0.51 0.57  -0.639
C: -0.18 1.63 0.17  0.197
N: -1.32 1.76 -0.53  -0.233
O: -1.73 0.41 -1.04  -0.617
H: 0.96 -2.41 -0.16  0.406
H: -0.11 -1.94 2.07  0.471
H: 1.22 0.75 1.20  0.413
H: -0.03 2.56 0.94  0.207
H: -2.01 0.79 -1.98  0.485

=====

C5H5NO2 | the ωB97M-V functional and the def2-TZVPD basis

Charge ... 0
SMILES ... O=C1OC=C[C@@H]2N[C@@H]12
Orbital gap ... 0.372 Eh

Last column: natural (NBO) charge in e.
Element x y z (Å)
O: -1.74 1.06 1.91  -0.520
C: -0.84 0.57 1.23  0.771
O: -0.47 -0.76 1.49  -0.509
C: 0.38 -1.51 0.59  0.153
C: 0.65 -1.09 -0.71  -0.290
C: -0.15 0.12 -0.99  -0.113
N: -0.13 1.58 -1.24  -0.522
C: 0.03 1.08 0.21  -0.206
H: 0.64 -2.43 0.99  0.203
H: 1.17 -1.67 -1.47  0.235
H: -1.21 -0.13 -1.03  0.206
H: 0.70 1.99 -1.62  0.371
H: 0.97 1.19 0.64  0.220

=====

C5H11N | the ωB97M-V functional and the def2-TZVPD basis

Charge ... 0
SMILES ... CCN1C[C@H]1C
Orbital gap ... 0.368 Eh

Last column: natural (NBO) charge in e.
Element x y z (Å)
C: -0.30 2.05 -0.89  -0.614
C: 0.42 0.73 -0.77  -0.225
N: 0.84 0.35 0.57  -0.399
C: -0.16 0.04 1.58  -0.272
C: 0.58 -1.05 0.86  -0.070
C: -0.17 -1.99 -0.13  -0.649
H: -0.71 2.11 -1.90  0.210
H: -1.13 2.11 -0.18  0.204
H: 0.37 2.91 -0.74  0.209
H: -0.22 -0.07 -1.14  0.171
H: 1.33 0.70 -1.38  0.194
H: 0.09 0.42 2.58  0.206
H: -1.23 0.09 1.35  0.183
H: 1.42 -1.54 1.36  0.199
H: -0.85 -2.63 0.44  0.222
H: 0.55 -2.62 -0.66  0.217
H: -0.82 -1.61 -0.94  0.214

=====

Q: Which ΔE to the lowest compared entry with this formula, charge and spin values were calculated for the entries above? A: 0.397, 2.615, 0.268, 4.642, 6.605, 4.309, 1.712, in eV.